1.
{
  "formula": "C26H28DyN2S2Si",
  "method": "ωB97M-V/def2-TZVPD",
  "species": ["Dy", "S", "S", "Si", "N", "N", "C", "C", "C", "C", "C", "C", "C", "C", "C", "C", "C", "C", "C", "C", "C", "C", "C", "C", "C", "C", "C", "C", "C", "C", "C", "C", "H", "H", "H", "H", "H", "H", "H", "H", "H", "H", "H", "H", "H", "H", "H", "H", "H", "H", "H", "H", "H", "H", "H", "H", "H", "H", "H", "H"],
  "coordinates": [[2.3347, -0.1684, 0.0566], [2.1010, 4.1469, -2.1268], [6.7786, 1.3411, 1.4040], [-2.3596, -0.3085, -1.2886], [2.2041, 2.0695, -0.5684], [4.3905, 0.6402, 0.6823], [-3.9351, 1.8624, -0.4125], [-2.4839, -4.9683, -1.0496], [-0.1263, 2.8233, -1.0411], [-1.3151, -2.8949, -1.5223], [-3.4896, -2.8399, -0.4725], [3.5569, 2.4995, -0.7500], [5.4565, -0.9810, 2.2590], [3.6598, 3.5994, -1.5798], [5.4201, 0.2574, 1.4505], [-3.3018, 0.2875, 1.3242], [2.1192, -0.5146, 2.4186], [-1.3574, -4.2904, -1.5165], [2.3240, -1.8446, 1.9277], [0.8241, -0.0761, 1.9878], [4.6356, 1.8831, 0.0233], [-2.3485, 0.1685, -3.4318], [-3.9904, 1.0612, 2.2592], [5.8973, 2.3524, 0.2837], [-2.4247, -2.1441, -1.0771], [0.2558, -1.1309, 1.2200], [1.1928, -2.2016, 1.1525], [-4.6722, 2.2081, 1.8604], [-3.5161, -4.2355, -0.4674], [-3.3134, 0.6523, -0.0385], [1.3449, 2.8845, -1.2034], [-4.6133, 2.6257, 0.5369], [6.3074, 3.2560, -0.1529], [4.6000, 4.0882, -1.8139], [-2.8067, 0.3739, -4.4267], [-4.3110, -2.2722, -0.0170], [-0.9410, 0.1443, -1.2186], [2.7760, 0.0001, 3.1105], [-0.7887, -1.1869, 0.9481], [-2.7286, -0.5843, 1.6466], [-0.5055, -4.8524, -1.9011], [-0.5447, 2.1777, -1.8288], [-0.4117, 2.3954, -0.0640], [-1.8916, 1.1343, -3.0986], [1.0474, -3.1239, 0.5898], [4.7732, -0.8768, 3.1131], [-0.5420, 3.8320, -1.1882], [-2.5438, -6.0600, -1.1256], [-1.6209, -0.6362, -3.5197], [-0.4262, -2.3739, -1.8915], [-3.2842, -0.1250, -2.8135], [-4.3625, -4.7689, -0.0243], [-5.1010, 3.5623, 0.2554], [-5.2416, 2.7811, 2.5956], [-3.8608, 2.2086, -1.4484], [6.4884, -1.1330, 2.6097], [5.1539, -1.8300, 1.6282], [0.3234, 0.8382, 2.2921], [3.1770, -2.4973, 2.1323], [-3.9825, 0.7647, 3.3107]],
  "forces_ev_per_a": [[-0.508, -1.338, -3.435], [0.733, -0.962, 0.904], [-1.473, 0.156, -1.025], [0.197, -1.561, 3.790], [0.250, 2.847, -1.085], [2.540, 1.219, 0.914], [0.095, -0.247, 0.372], [0.238, -0.053, 0.052], [-0.444, -0.116, -0.411], [-0.398, -0.418, -0.107], [-0.224, -0.141, -0.103], [-1.537, 1.261, -1.047], [0.339, -0.181, 0.044], [-0.066, -0.836, 0.606], [-0.715, 1.322, -1.372], [-0.332, 0.372, -0.113], [-0.848, -1.046, 1.217], [0.167, 0.141, -0.251], [-0.398, 0.128, 0.542], [-0.073, -1.048, 1.028], [1.269, -1.528, 1.315], [-1.266, 1.513, -2.611], [0.129, -0.361, 0.087], [-0.421, 0.063, -0.135], [0.745, 0.189, 0.624], [0.208, -0.114, 1.080], [-0.311, 0.193, 0.403], [-0.013, -0.014, 0.178], [-0.317, 0.166, 0.001], [0.285, 0.701, 0.497], [1.739, -0.470, 0.832], [-0.090, 0.268, -0.196], [0.143, -0.141, 0.347], [-0.386, 0.067, -0.201], [0.428, -0.109, -0.112], [0.265, -0.293, -0.235], [-0.056, -0.197, -0.260], [-0.141, 0.092, -0.190], [0.255, 0.097, -0.547], [-0.333, 0.167, -0.034], [-0.210, 0.096, 0.067], [0.031, 0.207, 0.302], [0.143, 0.300, -0.445], [-0.585, -0.916, -0.268], [0.010, 0.216, 0.327], [0.261, -0.228, -0.207], [-0.011, -0.419, 0.257], [0.070, 0.491, 0.161], [-0.147, -0.035, 0.061], [-0.175, -0.201, 0.031], [1.144, 0.527, -1.359], [0.260, 0.272, -0.149], [0.134, -0.331, -0.003], [0.237, -0.119, -0.255], [-0.215, -0.094, 0.286], [-0.468, -0.138, 0.036], [0.144, 0.245, 0.388], [0.135, -0.138, -0.108], [-0.380, 0.377, -0.172], [-0.052, 0.103, -0.311]],
  "mulliken_charge": [1.014, -0.133, -0.100, -0.082, -0.350, -0.057, -0.587, -0.500, -0.506, -0.271, -0.319, 0.036, -1.026, -0.484, 0.633, 0.078, -0.497, -0.579, -0.434, -1.081, 0.170, -1.055, -0.742, -0.539, 0.519, 0.212, -1.072, -0.431, -0.513, 0.413, 0.501, -0.629, 0.388, 0.420, 0.462, 0.365, -0.098, 0.458, 0.328, 0.446, 0.393, -0.065, 0.160, 0.308, 0.480, 0.237, 0.496, 0.368, 0.267, 0.319, 0.171, 0.379, 0.384, 0.378, 0.289, 0.481, 0.219, 0.474, 0.504, 0.397],
  "lumo_ev": [-3.151, -3.126],
  "s2": 9.78,
  "e_homo_ha": [-0.248, -0.342],
  "multiplicity": 6,
  "total_charge": 1,
  "orbital_gap_ev": [3.607, 6.178]
}

2.
{
  "formula": "C4H10O3",
  "method": "ωB97M-V/def2-TZVPD",
  "species": ["O", "O", "O", "C", "C", "C", "C", "H", "H", "H", "H", "H", "H", "H", "H", "H", "H"],
  "coordinates": [[0.6951, -2.6953, -0.3863], [1.6101, 1.9136, -1.7379], [-0.4244, -0.6269, 1.8445], [0.6852, 1.0893, -1.4481], [-0.6585, 0.5119, 1.0704], [0.5882, 0.3109, -0.0603], [-2.0090, 0.4606, 0.3698], [0.4397, -2.1193, 0.4105], [-0.6045, 1.5273, 1.5495], [0.2962, -0.6746, -0.4855], [-2.0765, 1.4427, -0.1957], [-1.1393, -0.8057, 2.5041], [0.0364, -3.4151, -0.5456], [-0.2060, 0.8420, -2.0419], [-2.8298, 0.3962, 1.1088], [-2.0889, -0.3547, -0.3603], [1.4913, 0.1943, 0.7025]],
  "forces_ev_per_a": [[-0.855, 0.138, 1.009], [-3.952, -3.548, 0.618], [-0.479, -0.485, 1.538], [3.425, 3.061, 2.564], [0.791, 0.669, -3.103], [-0.390, -0.131, 1.373], [0.019, 1.246, -0.479], [0.114, -1.818, -1.450], [0.458, -1.157, 0.205], [0.497, 0.528, 0.513], [-0.346, -1.102, 0.586], [0.768, 0.494, -0.883], [0.688, 1.131, 0.685], [0.347, 0.295, -0.670], [0.247, 0.095, -0.421], [0.033, 0.055, 0.301], [-1.366, 0.528, -2.387]],
  "mulliken_charge": [-0.703, -0.509, -0.492, -0.114, 0.436, -0.363, -1.183, 0.372, 0.253, 0.128, 0.327, 0.317, 0.314, 0.312, 0.386, 0.266, 0.255],
  "lumo_ev": 0.462,
  "e_homo_ha": -0.363,
  "total_charge": 0,
  "orbital_gap_ev": 10.345,
  "de_lowest_kj_mol": 257.5
}

3.
{
  "formula": "C25H50INNbO5S",
  "method": "ωB97M-V/def2-TZVPD",
  "species": ["I", "Nb", "S", "O", "O", "O", "O", "O", "N", "C", "C", "C", "C", "C", "C", "C", "C", "C", "C", "C", "C", "C", "C", "C", "C", "C", "C", "C", "C", "C", "C", "C", "C", "C", "H", "H", "H", "H", "H", "H", "H", "H", "H", "H", "H", "H", "H", "H", "H", "H", "H", "H", "H", "H", "H", "H", "H", "H", "H", "H", "H", "H", "H", "H", "H", "H", "H", "H", "H", "H", "H", "H", "H", "H", "H", "H", "H", "H", "H", "H", "H", "H", "H", "H"],
  "coordinates": [[-5.0436, -1.3525, -1.8274], [-3.3127, 0.7751, -1.2335], [-1.2766, -1.1660, -4.1602], [4.7692, -5.8691, -1.9288], [-9.0263, 1.9837, 5.1112], [4.0123, 2.1915, 3.3628], [-5.3774, 0.2032, 2.5228], [3.2835, -3.0692, -4.8179], [-2.9320, 0.9161, -3.3908], [-3.4959, 0.6459, 0.9787], [-1.9214, 2.5088, -0.9647], [4.6769, 3.4434, 3.2012], [3.8528, -2.8469, -6.1073], [6.3355, -6.3762, -3.6244], [-8.6683, 3.2947, 5.5441], [2.1805, 0.1524, 1.0596], [0.0359, 1.1330, 0.1138], [-2.1001, 0.1461, -3.7447], [1.4548, 1.4041, 0.5957], [6.1911, -4.8596, -3.5291], [5.7630, -6.8242, -2.2847], [-0.8210, 2.4016, 0.1104], [-6.0505, 0.3237, 1.2717], [4.8678, -4.7202, -2.7905], [-7.0404, 2.5951, 3.9775], [-4.6457, -0.2356, 1.4263], [1.9373, -2.5578, -4.7889], [3.6461, 3.4517, 5.3287], [-7.9755, 1.4401, 4.2947], [-7.1898, 3.4677, 5.2211], [3.2227, 2.2111, 4.5526], [2.7076, -2.4365, -7.0227], [1.7728, -1.7227, -6.0493], [4.0392, 4.4007, 4.1996], [7.0073, -4.4460, -2.9308], [-6.5776, 3.0679, 6.0331], [5.7227, -6.7591, -4.4440], [-6.9098, 4.5091, 5.0650], [-0.4127, 0.4251, 0.8096], [-2.6090, 0.2812, 1.4999], [3.0351, -1.8154, -7.8557], [1.7864, -1.9815, -3.8785], [6.1864, -4.3541, -4.4937], [-7.3957, 3.1370, 3.0976], [0.7411, -1.6694, -6.3864], [-4.5297, -1.2995, 1.2900], [3.3861, 1.2860, 5.1063], [4.5164, 3.2295, 5.9508], [-8.4084, 0.9875, 3.4034], [2.0451, 1.8307, -0.2183], [4.0298, -4.7292, -3.4809], [5.7430, 3.3011, 3.4133], [2.8569, 3.8364, 5.9729], [-6.5593, -0.5526, 0.8988], [-4.6796, 2.0304, -1.3767], [3.1527, 0.3846, 1.4878], [-3.8175, 1.6042, 1.3968], [4.7123, 5.1995, 4.5084], [5.3091, -7.8160, -2.3275], [-5.9407, 1.2630, 0.7540], [1.6174, -0.4259, 1.7909], [1.2461, -3.4064, -4.7805], [4.5713, 3.7750, 2.1676], [-9.2796, 4.0217, 4.9959], [6.5376, -6.8310, -1.5077], [-7.4615, 0.6601, 4.8639], [7.3603, -6.7134, -3.7794], [4.8107, -3.8130, -2.1895], [2.2154, -3.3227, -7.4308], [2.1666, 2.2619, 4.2670], [-1.4552, 2.7173, -1.9243], [-2.5506, 3.3538, -0.6851], [-8.8869, 3.3937, 6.6092], [2.3641, -0.5120, 0.2150], [0.0636, 0.6710, -0.8681], [2.1247, -0.7041, -5.8724], [-1.9229, -0.4248, -1.2765], [4.5987, -2.0471, -6.0241], [-1.2152, 2.5941, 1.1065], [3.1456, 4.8556, 3.7669], [-6.0222, 2.2668, 3.7852], [1.4745, 2.1570, 1.3864], [4.3578, -3.7572, -6.4396], [-0.1225, 3.2258, -0.0796]],
  "forces_ev_per_a": [[0.110, 0.097, 0.029], [-0.584, 0.179, 0.211], [0.497, 0.299, -0.382], [0.116, 0.031, -0.030], [0.041, 0.005, -0.007], [0.046, 0.036, 0.042], [-0.735, -0.004, 1.135], [-0.112, 0.139, -0.204], [0.553, 0.566, 0.575], [-0.293, -0.750, 0.180], [-0.111, -0.841, 0.828], [0.076, -0.048, 0.046], [0.035, 0.091, 0.074], [-0.054, -0.012, -0.077], [-0.046, 0.018, -0.113], [0.240, -0.222, -0.169], [-0.003, 0.335, 0.580], [-0.753, -1.065, -0.052], [0.320, -0.098, -0.016], [0.092, 0.011, 0.102], [0.032, 0.092, 0.085], [0.466, 0.262, -0.672], [2.703, -1.523, -0.830], [-0.030, -0.214, 0.051], [-0.007, 0.149, -0.063], [-0.042, 0.973, -1.178], [-0.027, -0.080, -0.029], [0.108, -0.015, 0.029], [0.056, -0.045, 0.118], [0.022, -0.081, 0.060], [-0.127, 0.026, -0.080], [-0.065, -0.093, 0.009], [0.130, 0.066, -0.055], [-0.106, 0.027, -0.027], [-0.003, 0.013, -0.012], [-0.004, 0.010, 0.007], [-0.005, -0.008, 0.010], [-0.015, 0.005, -0.018], [-0.118, -0.319, -0.167], [0.305, 0.343, -0.067], [0.010, 0.017, 0.011], [0.051, -0.031, 0.036], [-0.032, -0.008, -0.012], [-0.002, -0.013, -0.008], [-0.020, 0.002, 0.030], [-0.043, -0.284, 0.264], [0.022, -0.029, -0.044], [-0.007, -0.008, 0.004], [-0.055, 0.000, 0.016], [-0.043, 0.196, -0.112], [-0.044, 0.056, -0.038], [0.012, 0.068, -0.011], [-0.021, 0.005, -0.020], [-1.369, 0.498, 0.317], [-0.044, 0.239, -0.216], [0.075, 0.098, 0.120], [0.552, 0.448, -0.212], [0.017, -0.014, 0.012], [-0.026, 0.005, 0.028], [-0.906, 0.336, 0.079], [-0.144, 0.083, 0.123], [-0.037, 0.031, 0.009], [-0.021, -0.055, -0.021], [0.031, 0.056, 0.039], [0.040, -0.061, -0.041], [0.038, -0.013, -0.051], [0.007, 0.006, 0.016], [-0.041, -0.034, 0.051], [0.016, -0.005, -0.006], [-0.016, -0.005, 0.054], [-0.086, -0.004, -0.226], [-0.186, 0.130, -0.230], [-0.037, -0.039, -0.001], [-0.075, -0.107, -0.095], [-0.092, -0.112, -0.128], [-0.036, 0.009, 0.017], [0.139, 0.199, 0.000], [0.019, -0.008, -0.075], [-0.175, -0.138, 0.136], [0.008, 0.000, -0.013], [-0.010, -0.054, -0.005], [-0.175, 0.014, 0.179], [0.008, -0.017, 0.049], [-0.007, 0.185, 0.054]],
  "mulliken_charge": [-0.285, -0.801, -0.360, -0.444, -0.441, -0.339, -0.446, -0.283, -0.682, -0.567, -1.290, -0.422, -0.400, -0.538, -0.460, -1.365, 0.014, 0.620, -0.375, -0.499, -0.491, -0.415, -0.608, -0.076, -0.315, -0.173, -0.532, -0.520, -0.345, -0.579, -0.417, -0.618, -0.437, -0.521, 0.283, 0.274, 0.259, 0.347, 0.076, 0.142, 0.348, 0.312, 0.265, 0.224, 0.345, 0.655, 0.278, 0.262, 0.263, 0.290, 0.070, 0.255, 0.320, 0.343, 0.029, 0.349, 0.473, 0.334, 0.265, 0.261, 0.347, 0.236, 0.262, 0.263, 0.277, 0.242, 0.347, 0.294, 0.280, 0.244, 0.674, 0.308, 0.284, 0.344, 0.215, 0.232, 0.130, 0.247, 0.314, 0.271, 0.257, 0.256, 0.256, 0.508],
  "lumo_ev": 1.747,
  "e_homo_ha": -0.191,
  "total_charge": -1,
  "orbital_gap_ev": 6.936,
  "de_lowest_kj_mol": 0.0
}